Entry 1:
175
Properties=species:S:1:pos:R:3:mulliken_charge:R:1 method="wB97M-V/def2-TZVPD" homo_energy_ha=-0.3340 lumo_ev=-0.95 spin_multiplicity=1 gap_ha=0.2990 total_charge=0
C 5.187 -7.561 1.005 -0.6032
O 6.348 -6.971 0.451 -0.3939
C 6.069 -5.807 -0.332 -1.0366
C 5.250 -4.818 0.501 0.2366
C 3.907 -4.695 0.188 -1.0885
C 3.114 -3.857 0.929 0.3368
C 3.637 -3.123 1.991 0.5305
C 4.987 -3.251 2.287 1.5463
C 5.630 -2.480 3.438 -1.2058
C 5.843 -3.367 4.687 -0.4656
F 4.896 -3.102 5.656 -0.3409
C 5.827 -4.100 1.546 0.3879
C 7.290 -4.283 1.858 -1.6604
C 8.272 -3.426 0.957 -0.5931
N 7.664 -2.790 -0.193 -0.3138
C 2.664 -2.275 2.753 -0.6916
O 2.840 -2.075 3.928 -0.5666
C 1.452 -1.728 2.016 0.8920
C 0.839 -0.538 2.412 0.3972
Br 1.492 0.498 3.877 -0.1315
C -0.287 -0.080 1.746 0.3997
C -1.030 1.183 2.152 -1.5657
C -2.434 0.882 2.735 -0.7321
C -2.429 0.009 4.005 -0.6133
C -2.388 -1.504 3.762 -0.6951
O -3.073 -1.900 2.556 -0.2536
C -2.882 -3.233 2.342 0.1017
O -3.523 -4.055 2.929 -0.5092
C -0.767 -0.810 0.651 -0.5766
N -1.948 -0.285 0.001 -0.6080
C -1.745 0.521 -0.907 0.7472
O -1.553 1.480 -1.541 -0.5865
C -0.179 -1.993 0.227 0.4578
C -0.680 -2.797 -0.964 0.7890
F -1.572 -2.148 -1.737 -0.2108
F 0.332 -3.121 -1.780 -0.2796
F -1.289 -3.924 -0.580 -0.2654
C 0.933 -2.449 0.951 0.4401
C 1.645 -3.747 0.631 -0.0653
O 1.090 -4.719 0.179 -0.5955
H 4.306 -7.447 0.361 0.2801
H 4.953 -7.164 2.001 0.2077
H 5.373 -8.633 1.126 0.3188
H 5.534 -6.080 -1.250 0.5356
H 7.052 -5.405 -0.584 0.0660
H 3.481 -5.282 -0.618 0.6591
H 5.104 -1.566 3.704 0.5483
H 6.640 -2.217 3.107 0.4652
H 5.890 -4.431 4.440 0.3206
H 6.815 -3.108 5.127 0.3030
H 7.518 -5.344 1.719 0.5900
H 7.542 -4.071 2.899 0.5169
H 8.764 -2.688 1.596 0.3057
H 9.058 -4.104 0.622 0.0826
H 6.919 -2.157 0.063 0.2742
H 7.374 -3.450 -0.897 0.1938
H -1.205 1.741 1.224 0.1429
H -0.455 1.798 2.836 0.6210
H -3.104 0.460 1.985 0.5937
H -2.863 1.853 3.014 0.4609
H -3.354 0.225 4.553 0.5209
H -1.580 0.233 4.659 0.2138
H -2.756 -2.088 4.611 0.5999
H -1.328 -1.785 3.630 0.1714
H -2.111 -3.597 1.644 0.4506
C -2.308 5.704 6.161 -0.4999
C -3.474 4.926 5.602 0.1114
O -2.864 3.889 4.805 -0.2375
S -1.473 3.465 5.467 1.2201
O -1.676 2.297 6.251 -0.5946
O -0.466 3.537 4.468 -0.6089
O -1.311 4.712 6.457 -0.3078
H -1.893 6.391 5.420 0.3495
H -2.572 6.257 7.058 0.3147
H -4.129 5.538 4.997 0.4976
H -4.051 4.447 6.402 -0.0588
C -4.438 -1.705 -3.072 -0.1326
C -4.078 -0.310 -3.536 -0.3340
O -5.222 0.126 -4.283 -0.2866
S -6.552 -0.517 -3.655 1.1014
O -7.149 0.433 -2.787 -0.5864
O -7.272 -1.154 -4.694 -0.5522
O -5.837 -1.633 -2.753 -0.3525
H -4.308 -2.437 -3.872 0.3414
H -3.864 -2.015 -2.204 0.0625
H -3.185 -0.293 -4.156 0.4448
H -3.946 0.371 -2.692 0.2198
C -5.348 3.882 -5.215 -0.3271
C -4.583 2.880 -6.048 0.2475
O -5.195 2.936 -7.343 -0.3517
S -5.709 4.429 -7.622 1.1090
O -4.727 5.102 -8.393 -0.5430
O -7.069 4.375 -8.007 -0.5253
O -5.610 4.970 -6.110 -0.3427
H -6.304 3.475 -4.878 0.3976
H -4.779 4.227 -4.354 0.2075
H -4.638 1.876 -5.643 -0.0309
H -3.534 3.169 -6.158 0.1975
C -4.782 2.688 11.246 -0.3639
C -4.021 1.692 10.399 -0.3230
O -4.547 1.872 9.077 -0.3000
S -4.955 3.402 8.870 0.9821
O -3.896 4.069 8.195 -0.5464
O -6.291 3.452 8.398 -0.5582
O -4.924 3.844 10.409 -0.3059
H -5.779 2.321 11.495 0.2937
H -4.254 2.945 12.161 0.3182
H -4.161 0.668 10.730 0.3318
H -2.954 1.922 10.373 0.2912
C -2.021 6.328 -3.892 -0.4486
C -1.914 6.236 -5.399 0.0272
O -0.607 5.711 -5.638 -0.3102
S -0.195 4.718 -4.441 1.2945
O -0.462 3.382 -4.846 -0.5321
O 1.062 5.127 -3.954 -0.5197
O -1.347 5.164 -3.399 -0.3104
H -1.500 7.209 -3.511 0.3013
H -3.054 6.344 -3.550 0.3544
H -2.035 7.201 -5.884 0.2965
H -2.643 5.532 -5.810 -0.0467
C 4.331 2.723 -7.808 -0.1390
C 3.253 1.878 -7.166 -0.3352
O 3.223 2.310 -5.801 -0.2734
S 3.589 3.869 -5.722 0.9874
O 2.394 4.624 -5.647 -0.4125
O 4.638 4.029 -4.780 -0.5828
O 4.193 4.017 -7.210 -0.3508
H 5.326 2.344 -7.570 0.0716
H 4.217 2.788 -8.887 0.3223
H 3.467 0.814 -7.226 0.3414
H 2.274 2.078 -7.608 0.2733
C -9.956 -1.953 -1.780 -0.2523
C -9.062 -2.743 -2.710 -0.2323
O -9.591 -4.076 -2.674 -0.3312
S -11.181 -4.012 -2.465 1.1163
O -11.813 -4.134 -3.728 -0.5448
O -11.521 -4.842 -1.369 -0.5345
O -11.271 -2.476 -2.006 -0.3387
H -9.695 -2.127 -0.733 0.3344
H -9.929 -0.886 -1.986 0.2625
H -8.024 -2.735 -2.394 0.2195
H -9.134 -2.376 -3.733 0.3073
C 8.500 1.226 -5.287 -0.3164
C 7.525 0.808 -4.212 -0.2269
O 6.484 0.116 -4.925 -0.2833
S 7.114 -0.633 -6.190 1.1131
O 7.340 -1.993 -5.856 -0.5470
O 6.375 -0.250 -7.340 -0.5252
O 8.523 0.126 -6.211 -0.3203
H 8.149 2.112 -5.821 0.2608
H 9.494 1.411 -4.894 0.3205
H 7.118 1.654 -3.665 0.3218
H 7.983 0.109 -3.512 0.2071
C 11.595 -5.397 -2.368 -0.3435
C 12.842 -4.550 -2.234 -0.4250
O 12.354 -3.215 -2.053 -0.3180
S 10.962 -3.260 -1.252 1.0955
O 11.225 -3.021 0.120 -0.5427
O 10.008 -2.525 -1.991 -0.4289
O 10.665 -4.828 -1.438 -0.2710
H 11.167 -5.319 -3.369 0.2931
H 11.776 -6.442 -2.132 0.3007
H 13.482 -4.607 -3.111 0.3274
H 13.417 -4.825 -1.347 0.2922
C -9.453 4.460 5.090 -0.3482
C -8.526 3.620 5.941 -0.2514
O -7.483 3.218 5.042 -0.2697
S -7.238 4.370 3.959 1.0364
O -6.138 5.163 4.381 -0.4914
O -7.296 3.794 2.667 -0.5485
O -8.583 5.202 4.225 -0.3249
H -10.102 3.838 4.470 0.2991
H -10.062 5.136 5.685 0.3045
H -9.019 2.751 6.366 0.3454
H -8.075 4.207 6.742 0.2233

Entry 2:
17
Properties=species:S:1:pos:R:3:nbo_charge:R:1 method="wB97M-V/def2-TZVPD" smiles="N[C@@H]1C=C[C@@]2(CS2)C1" homo_energy_ha=-0.3207 lumo_ev=0.90 spin_multiplicity=1 gap_ha=0.3539 total_charge=0 de_lowest_kj_mol=121.7
N 1.056 1.254 1.951 -0.8252
C 0.152 0.507 1.063 -0.0854
C 0.411 -0.966 1.011 -0.1997
C 0.102 -1.435 -0.186 -0.1904
C -0.209 -0.287 -1.096 -0.1202
C -1.370 -0.478 -1.947 -0.4698
S 0.164 -0.237 -2.907 0.0712
C 0.161 0.978 -0.402 -0.4101
H 1.985 0.851 1.855 0.3467
H 0.822 1.181 2.911 0.3571
H -0.842 0.767 1.479 0.1926
H 0.672 -1.495 1.957 0.2179
H 0.086 -2.472 -0.474 0.2231
H -1.770 -1.499 -1.922 0.2216
H -2.107 0.322 -1.963 0.2236
H 1.173 1.222 -0.703 0.2228
H -0.487 1.787 -0.628 0.2241

Entry 3:
60
Properties=species:S:1:pos:R:3:nbo_charge:R:1 method="wB97M-V/def2-TZVPD" homo_energy_ha=-0.3137 lumo_ev=-0.09 spin_multiplicity=1 gap_ha=0.3105 total_charge=0 de_lowest_kj_mol=12.2
K 1.070 0.654 1.054 0.9674
C -1.270 4.567 -1.437 0.6945
F -1.294 5.209 -0.256 -0.3306
F -1.972 5.281 -2.316 -0.3163
F 0.002 4.489 -1.879 -0.3410
S -1.915 2.827 -1.209 2.3366
O -1.737 2.218 -2.518 -0.9928
O -1.007 2.254 -0.230 -1.0467
O -3.289 3.015 -0.765 -0.9877
C 3.145 4.437 -0.735 -0.2568
O 3.706 3.366 -1.491 -0.8004
P 3.610 1.868 -0.943 2.5669
O 3.785 1.620 0.498 -1.1181
O 4.503 1.077 -2.021 -0.7938
C 5.158 -0.111 -1.612 -0.2581
O 2.085 1.490 -1.353 -0.8358
C 1.795 1.186 -2.712 -0.2722
H 2.566 5.009 -1.454 0.2100
H 3.928 5.093 -0.338 0.1857
H 2.581 4.192 0.166 0.1975
H 4.670 -0.686 -0.826 0.1962
H 6.206 0.092 -1.373 0.1933
H 5.242 -0.766 -2.486 0.1892
H 1.201 2.003 -3.117 0.2172
H 1.226 0.262 -2.854 0.1994
H 2.626 0.979 -3.389 0.1880
C -3.523 -0.924 5.370 -0.2515
O -2.374 -0.502 4.598 -0.8120
P -2.589 0.096 3.136 2.5931
O -1.347 0.387 2.393 -1.1415
O -3.414 1.417 3.442 -0.8256
C -3.770 2.314 2.394 -0.2655
O -3.665 -0.848 2.433 -0.8250
C -3.270 -1.496 1.197 -0.2658
H -3.161 -1.041 6.384 0.2016
H -3.888 -1.882 4.989 0.1846
H -4.334 -0.220 5.184 0.2012
H -3.921 1.895 1.397 0.2170
H -3.008 3.084 2.300 0.2025
H -4.721 2.790 2.633 0.1869
H -2.658 -0.772 0.646 0.2163
H -4.120 -1.733 0.574 0.2049
H -2.539 -2.284 1.377 0.1799
C 2.318 -3.611 -2.714 -0.2490
O 1.024 -3.874 -2.130 -0.8169
P 0.536 -3.054 -0.846 2.5962
O 1.105 -1.731 -0.571 -1.1323
O -1.019 -3.029 -1.171 -0.8195
C -1.813 -4.099 -1.672 -0.2396
O 0.759 -4.088 0.353 -0.8133
C 1.146 -3.722 1.650 -0.2459
H 2.936 -4.502 -2.635 0.1903
H 2.760 -2.759 -2.201 0.1963
H 2.172 -3.387 -3.767 0.1966
H -2.841 -3.893 -1.393 0.2000
H -1.537 -5.045 -1.194 0.1831
H -1.628 -4.220 -2.737 0.1976
H 0.515 -4.199 2.403 0.1908
H 1.094 -2.653 1.865 0.1865
H 2.158 -4.038 1.910 0.1861

Entry 4:
13
Properties=species:S:1:pos:R:3:nbo_charge:R:1 method="wB97M-V/def2-TZVPD" homo_energy_ha="-0.6002 / -0.6140" lumo_ev="-6.56 / -7.67" spin_multiplicity=1 gap_ha="0.3591 / 0.3322" total_charge=+1 de_lowest_kj_mol=828.0
C -1.401 -0.110 -0.280 -0.6099
C -0.418 0.316 0.834 -0.3160
N 1.922 0.835 0.339 0.3145
N 0.919 0.182 0.403 0.1621
O 2.942 0.454 -0.305 -0.4303
O 1.143 -1.767 -0.231 -0.4623
H -1.896 -1.005 -0.093 0.2544
H -1.940 0.728 -0.766 0.2548
H -0.614 -0.425 -1.068 0.2369
H -0.554 -0.335 1.772 0.2877
H -0.748 1.396 1.191 0.3005
H 3.793 0.988 -0.219 0.5650
H 2.074 -1.712 -0.106 0.4426

Entry 5:
47
Properties=species:S:1:pos:R:3:nbo_charge:R:1 method="wB97M-V/def2-TZVPD" homo_energy_ha=-0.3110 lumo_ev=-0.01 spin_multiplicity=1 gap_ha=0.3107 total_charge=0
Ga -0.019 -0.945 -0.068 1.8617
O -1.609 2.632 1.859 -0.6492
C -1.268 1.731 0.961 0.8027
O -0.272 1.052 1.052 -0.6008
C -2.229 1.677 -0.214 -0.1727
O -2.384 0.392 -0.739 -0.5062
C -3.307 -0.418 -0.033 -0.1869
C -2.652 -1.060 1.218 0.7634
O -3.280 -1.150 2.248 -0.6046
O -1.442 -1.461 1.043 -0.8514
H -0.982 2.674 2.603 0.5132
H -1.768 2.282 -1.006 0.2332
H -3.190 2.119 0.080 0.2067
H -3.581 -1.220 -0.725 0.2156
H -4.198 0.148 0.260 0.1940
C -1.410 1.806 -6.156 -0.2541
O -0.801 0.555 -6.377 -0.4814
C -0.398 -0.177 -5.314 0.3714
C -0.014 -1.500 -5.609 -0.3160
C 0.365 -2.339 -4.603 -0.1035
C 0.363 -1.936 -3.254 -0.3466
C 0.577 -2.866 -2.182 0.6436
C 1.453 -4.076 -2.351 -0.7020
O 0.059 -2.701 -1.058 -0.6781
C 0.033 -0.580 -2.952 0.5338
O 0.132 -0.059 -1.757 -0.8557
C -0.339 0.271 -4.008 -0.4091
H -1.835 2.099 -7.115 0.2029
H -0.680 2.555 -5.837 0.1796
H -2.207 1.732 -5.411 0.1815
H -0.074 -1.838 -6.630 0.2277
H 0.619 -3.359 -4.846 0.2111
H 1.489 -4.446 -3.368 0.2223
H 1.116 -4.851 -1.668 0.2441
H 2.466 -3.797 -2.056 0.2569
H -0.592 1.286 -3.743 0.2226
F 4.956 -3.009 2.865 -0.3324
C 3.882 -2.514 2.207 0.3927
C 4.072 -1.575 1.210 -0.2993
C 2.963 -1.062 0.553 -0.2010
C 1.682 -1.473 0.903 -0.5292
C 1.531 -2.451 1.882 -0.1982
C 2.625 -2.978 2.545 -0.2888
H 5.071 -1.256 0.957 0.2233
H 3.097 -0.339 -0.245 0.2094
H 0.536 -2.807 2.111 0.2279
H 2.515 -3.734 3.308 0.2259

Entry 6:
43
Properties=species:S:1:pos:R:3:nbo_charge:R:1 method="wB97M-V/def2-TZVPD" homo_energy_ha=-0.1996 lumo_ev=-1.52 spin_multiplicity=1 gap_ha=0.1437 total_charge=-1
C 0.089 0.742 0.116 -0.6304
C 0.052 -0.816 0.718 -0.4162
C 1.502 -1.258 1.345 -0.4137
C 1.472 -1.621 2.953 -0.4111
C 0.618 -0.567 3.875 -0.9080
Ga 0.095 -1.350 5.759 0.7308
S 0.938 -0.094 7.513 1.5006
O -0.165 0.102 8.603 -0.9204
O 2.164 -0.843 8.094 -0.9124
C 1.417 1.674 6.969 0.7489
F 0.643 2.149 5.797 -0.3337
F 1.199 2.567 8.155 -0.3444
F 2.877 1.611 6.670 -0.3459
H 1.080 0.913 -0.483 0.2094
H -0.044 1.514 1.017 0.2149
H -0.794 0.851 -0.675 0.2002
H -0.864 -0.978 1.429 0.2158
H -0.128 -1.513 -0.229 0.1920
H 1.956 -2.146 0.690 0.1958
H 2.277 -0.364 1.221 0.1926
H 2.605 -1.536 3.319 0.2007
H 1.162 -2.754 3.113 0.1974
H -0.377 -0.178 3.399 0.2104
H 1.346 0.341 4.116 0.2063
H -1.528 -1.268 5.862 -0.2974
H 0.478 -2.919 5.840 -0.2822
C -0.303 2.122 -7.093 -0.2696
O -0.134 0.824 -6.559 -0.6850
P -1.358 0.403 -5.412 2.1907
O -0.337 0.555 -4.279 -0.9533
O -1.359 -1.157 -5.944 -0.7941
C -0.155 -1.772 -6.367 -0.2447
O -2.583 -0.017 -4.264 -0.6367
C -3.195 1.099 -3.649 -0.2756
H 0.510 2.328 -7.791 0.1952
H -1.257 2.182 -7.624 0.1607
H -0.276 2.869 -6.293 0.1800
H 0.705 -1.423 -5.787 0.2005
H -0.001 -1.573 -7.433 0.1771
H -0.246 -2.853 -6.230 0.1897
H -3.590 1.775 -4.414 0.1632
H -2.474 1.630 -3.023 0.1997
H -4.020 0.750 -3.025 0.2022

Entry 7:
10
Properties=species:S:1:pos:R:3:nbo_charge:R:1 method="wB97M-V/def2-TZVPD" homo_energy_ha=-0.3518 lumo_ev=0.73 spin_multiplicity=1 gap_ha=0.3789 total_charge=0 de_lowest_kj_mol=125.1
O -2.059 0.690 0.181 -0.6996
C -0.618 0.755 -0.092 -0.1325
C 0.110 -0.521 -0.137 -0.2688
C 1.426 -0.782 -0.016 -0.2018
Cl 2.626 0.320 0.446 0.0157
H -2.091 -0.140 0.644 0.4569
H -0.129 1.504 0.608 0.1906
H -0.697 1.384 -1.062 0.2073
H -0.312 -1.415 -0.536 0.2207
H 1.745 -1.796 -0.037 0.2114

Entry 8:
58
Properties=species:S:1:pos:R:3:nbo_charge:R:1 method="wB97M-V/def2-TZVPD" homo_energy_ha=-0.4068 lumo_ev=-1.06 spin_multiplicity=1 gap_ha=0.3679 total_charge=0 de_lowest_kj_mol=0.0
C 0.717 -7.157 1.141 -0.3140
C -0.259 -6.656 0.393 0.2048
O -0.929 -6.087 -0.770 -0.6847
P -1.375 -4.455 -0.480 2.3808
O -1.576 -3.763 -1.863 -0.9861
O -2.941 -4.519 0.292 -0.8930
O -0.331 -3.590 0.576 -0.9282
S 1.188 -3.288 -0.106 2.1724
C 2.442 -3.918 1.157 -0.8264
O 1.347 -1.765 -0.151 -0.8858
O 1.406 -3.905 -1.466 -0.8324
H 1.658 -7.449 1.757 0.2938
H -2.699 -4.808 1.224 0.4914
H 3.380 -3.255 1.168 0.2864
H 1.931 -3.766 2.198 0.2591
H 2.651 -5.045 1.013 0.2658
C 2.241 0.858 1.425 -0.6508
C 1.119 1.760 0.953 -0.0783
O 1.154 3.016 1.651 -0.4749
C 2.002 3.949 1.156 0.6976
O 2.709 3.778 0.188 -0.5544
C 1.902 5.244 1.958 0.8986
F 1.863 5.028 3.294 -0.3070
F 0.783 5.941 1.652 -0.3075
F 2.943 6.077 1.740 -0.3039
H 2.206 0.735 2.511 0.2079
H 2.169 -0.126 0.955 0.2527
H 3.218 1.286 1.184 0.2132
H 0.155 1.299 1.184 0.2035
H 1.151 1.912 -0.130 0.2010
C -5.438 -1.354 0.310 -0.6364
C -6.356 -0.435 1.092 -0.0803
O -6.533 -0.921 2.432 -0.4797
C -5.568 -0.579 3.321 0.6859
O -4.599 0.089 3.046 -0.5303
C -5.905 -1.116 4.710 0.8987
F -6.356 -2.393 4.680 -0.3098
F -6.872 -0.385 5.313 -0.3075
F -4.844 -1.109 5.546 -0.3046
H -5.807 -2.383 0.337 0.2165
H -5.367 -1.031 -0.731 0.2281
H -4.432 -1.366 0.739 0.2199
H -7.346 -0.424 0.628 0.1981
H -5.990 0.596 1.093 0.2011
C 2.728 4.682 -2.863 -0.6381
C 3.626 3.465 -2.755 -0.0845
O 3.415 2.584 -3.871 -0.4802
C 4.095 2.885 -5.003 0.6866
O 4.843 3.829 -5.115 -0.5326
C 3.818 1.845 -6.086 0.8988
F 2.508 1.514 -6.169 -0.3083
F 4.489 0.690 -5.860 -0.3100
F 4.182 2.262 -7.319 -0.3048
H 1.682 4.380 -2.968 0.2113
H 2.826 5.314 -1.978 0.2305
H 2.978 5.278 -3.744 0.2182
H 3.372 2.901 -1.855 0.2134
H 4.680 3.747 -2.671 0.1981